(1)
C21H36NO19P | the ωB97M-V functional and the def2-TZVPD basis

XYZ file:
```
78
Properties=species:S:1:pos:R:3:mulliken_charge:R:1
C 1.77 2.28 2.56 -1.05
C 0.54 3.15 2.68 0.54
C 0.02 3.67 1.38 -0.26
O -0.66 4.86 1.78 -0.36
C -0.04 5.30 2.91 0.59
O -0.23 6.36 3.41 -0.54
O 0.83 4.37 3.38 -0.40
H 2.23 2.12 3.53 0.40
H 1.52 1.31 2.13 0.16
H 2.53 2.75 1.93 0.30
H -0.23 2.62 3.25 0.30
H -0.67 2.98 0.89 0.09
H 0.81 3.94 0.67 0.31
C -5.99 0.02 -1.65 -1.23
C -5.39 -1.28 -1.15 0.60
C -5.30 -1.37 0.35 -0.55
O -4.22 -2.29 0.52 -0.31
C -3.42 -2.15 -0.57 0.59
O -2.33 -2.63 -0.66 -0.62
O -4.02 -1.40 -1.52 -0.31
H -5.82 0.12 -2.72 0.10
H -7.06 0.05 -1.46 0.42
H -5.53 0.88 -1.18 0.31
H -5.93 -2.13 -1.57 0.27
H -6.21 -1.76 0.80 0.32
H -5.04 -0.43 0.83 0.32
C -7.93 1.36 -7.40 -1.44
C -7.37 1.96 -6.12 0.45
C -6.94 0.94 -5.10 -0.53
O -7.07 1.68 -3.88 -0.20
C -8.03 2.63 -4.09 0.54
O -8.51 3.30 -3.24 -0.52
O -8.37 2.69 -5.41 -0.35
H -8.42 2.13 -7.99 0.36
H -7.14 0.90 -7.99 0.38
H -8.68 0.61 -7.18 0.35
H -6.55 2.65 -6.36 0.27
H -5.92 0.60 -5.24 0.38
H -7.61 0.08 -5.04 0.29
C 6.85 2.96 0.22 -1.51
C 6.51 1.70 0.98 0.50
C 6.66 0.44 0.19 -0.57
O 5.74 -0.44 0.85 -0.28
C 4.78 0.35 1.40 0.29
O 3.77 -0.05 1.87 -0.16
O 5.13 1.67 1.33 -0.28
H 6.51 3.84 0.76 0.37
H 7.93 3.04 0.05 0.39
H 6.35 2.98 -0.75 0.35
H 7.09 1.66 1.91 0.27
H 7.67 0.03 0.22 0.32
H 6.35 0.54 -0.85 0.29
C 6.88 -5.31 2.79 -1.52
C 5.72 -4.39 2.52 0.56
C 5.63 -3.21 3.44 -0.46
O 4.24 -2.90 3.41 -0.28
C 3.59 -4.07 3.13 0.69
O 2.42 -4.20 3.20 -0.55
O 4.47 -5.04 2.77 -0.38
H 6.76 -6.25 2.25 0.36
H 7.82 -4.85 2.49 0.38
H 6.94 -5.57 3.85 0.36
H 5.73 -4.07 1.47 0.29
H 6.22 -2.35 3.10 0.23
H 5.91 -3.44 4.48 0.30
N -1.19 0.51 -0.60 -0.51
C -0.27 -0.67 -0.54 -0.30
O 0.56 -0.43 0.61 -0.06
P 1.11 -1.84 1.31 0.86
O 2.34 -2.40 0.63 -0.63
O -0.03 -3.04 1.39 -0.46
O 1.50 -1.44 2.89 -0.48
H -1.80 0.42 -1.41 0.25
H -1.74 0.45 0.26 0.22
H -0.86 -1.62 -0.51 0.30
H 0.30 -0.63 -1.51 0.21
H 0.31 -3.68 2.03 0.35
H 2.46 -1.58 2.90 0.37
```

Results
Multiplicity: 1
F_max: 3.42 eV Å⁻¹
HOMO level: -0.348 Ha
HOMO-LUMO gap: 9.833 eV

***

(2)
C21H36O18 | the ωB97M-V functional and the def2-TZVPD basis

XYZ file:
```
75
Properties=species:S:1:pos:R:3:mulliken_charge:R:1
C 1.80 0.22 -4.46 -1.14
C 1.53 1.34 -3.53 0.09
C 0.37 1.06 -2.51 0.81
O 1.10 0.85 -1.34 0.26
C 2.37 1.16 -1.45 0.20
O 3.15 1.16 -0.51 -0.59
O 2.62 1.55 -2.71 -0.42
H 1.98 -0.64 -3.88 0.06
H 2.64 0.42 -5.06 0.44
H 0.94 -0.08 -5.14 0.30
H 1.34 2.22 -4.03 0.52
H -0.21 0.08 -2.74 -0.91
H -0.45 1.79 -2.47 0.17
C -1.75 -0.16 1.84 -1.47
C -0.88 -1.30 1.28 1.03
C 0.46 -0.99 0.83 1.67
O 1.14 -2.07 1.50 -0.55
C 0.37 -2.72 2.35 0.60
O 0.80 -3.58 3.11 -0.72
O -0.77 -2.30 2.31 -0.36
H -1.24 0.43 2.58 0.21
H -2.69 -0.45 2.26 0.41
H -1.97 0.55 1.08 0.26
H -1.53 -1.81 0.51 0.03
H 0.81 -0.07 1.20 -0.19
H 0.63 -1.11 -0.26 -0.94
C 2.12 -5.52 -1.16 -1.61
C 1.49 -4.13 -1.12 0.68
C 2.03 -3.14 -2.17 -0.49
O 0.87 -2.68 -2.79 -0.30
C -0.14 -3.37 -2.42 0.73
O -1.19 -3.27 -2.99 -0.64
O 0.12 -4.18 -1.43 -0.34
H 3.22 -5.32 -1.01 0.35
H 1.95 -6.01 -2.08 0.42
H 1.67 -6.06 -0.26 0.34
H 1.68 -3.74 -0.17 0.20
H 2.69 -3.65 -2.85 0.38
H 2.48 -2.25 -1.82 0.32
C -2.37 3.18 3.16 -0.82
O -1.95 2.90 1.84 0.09
C -1.06 3.79 1.25 0.39
O -0.55 4.95 1.78 -0.68
O -0.58 3.37 0.08 0.09
C 0.39 4.15 -0.67 -0.87
H -3.14 3.99 3.09 0.30
H -1.52 3.35 3.87 0.30
H -2.85 2.24 3.51 0.26
H 0.12 4.22 -1.75 0.26
H 1.42 3.72 -0.55 0.28
H 0.44 5.22 -0.34 0.44
C -4.45 2.39 -0.48 -0.61
O -4.30 1.99 -1.84 -0.33
C -3.58 0.93 -2.21 0.77
O -2.81 0.10 -1.35 -0.49
O -3.67 0.67 -3.49 -0.33
C -3.03 -0.48 -3.91 -0.22
H -5.46 2.70 -0.13 0.36
H -3.73 3.10 -0.22 0.26
H -4.18 1.58 0.21 0.21
H -2.00 -0.50 -3.62 -0.12
H -2.95 -0.40 -5.00 0.35
H -3.37 -1.45 -3.58 0.32
C 1.96 -1.81 5.66 -0.62
O 1.22 -0.80 5.05 -0.24
C 1.92 0.17 4.41 0.61
O 3.32 0.30 4.66 -0.62
O 1.18 1.02 3.67 -0.10
C 1.78 2.09 2.96 -0.54
H 2.55 -2.26 4.84 0.29
H 1.30 -2.58 6.06 0.25
H 2.62 -1.40 6.49 0.27
H 2.54 1.80 2.24 0.41
H 2.14 2.89 3.51 0.47
H 1.10 2.60 2.34 -0.18
```

Results
Energy above the lowest of the compared OMol25 structures with the same formula, charge and spin: 5.889 eV
Multiplicity: 1
F_max: 8.92 eV Å⁻¹
HOMO level: -0.363 Ha
HOMO-LUMO gap: 10.086 eV

***

(3)
C21H36O5 | the ωB97M-V functional and the def2-TZVPD basis

XYZ file:
```
62
Properties=species:S:1:pos:R:3:mulliken_charge:R:1
C 6.29 0.29 0.39 -1.27
C 5.08 -0.11 -0.43 -0.51
C 3.78 -0.15 0.38 -0.26
C 3.28 1.22 0.84 -0.75
C 2.72 2.09 -0.29 -0.96
C 1.19 1.95 -0.52 1.37
C 0.78 2.78 -1.74 -2.01
O 0.49 2.52 0.58 -0.74
C 0.82 0.51 -0.77 -0.34
C 0.19 -0.29 0.07 -0.98
C -0.22 -1.69 -0.23 0.62
C -1.72 -1.92 0.06 0.57
C -2.62 -1.71 -1.16 -1.31
C -2.51 -0.30 -1.66 -0.06
C -3.37 0.69 -1.46 -0.41
C -4.67 0.64 -0.73 -0.73
C -4.87 1.83 0.22 -0.82
C -4.06 1.70 1.51 -0.62
C -2.56 1.81 1.34 0.63
O -1.78 1.16 1.99 -0.67
O -2.18 2.72 0.47 -0.52
C -1.78 -3.34 0.64 -0.52
O -1.73 -4.35 -0.34 -0.63
C -0.54 -3.37 1.54 -0.89
C 0.53 -2.72 0.65 -0.53
O 1.12 -3.67 -0.23 -0.59
H 6.41 -0.37 1.24 0.30
H 6.20 1.31 0.76 0.31
H 7.19 0.23 -0.22 0.40
H 5.25 -1.10 -0.86 0.39
H 4.97 0.58 -1.27 0.25
H 3.01 -0.64 -0.21 0.00
H 3.96 -0.77 1.27 0.44
H 2.50 1.07 1.60 0.27
H 4.09 1.75 1.32 0.50
H 2.90 3.14 -0.06 0.49
H 3.23 1.86 -1.23 0.26
H 0.99 3.83 -1.55 0.49
H -0.29 2.66 -1.92 0.32
H 1.33 2.47 -2.63 0.42
H 0.54 1.92 1.34 0.43
H 1.11 0.15 -1.75 0.34
H -0.12 0.05 1.05 0.33
H 0.02 -1.93 -1.27 0.21
H -2.03 -1.22 0.84 0.00
H -2.31 -2.40 -1.95 0.29
H -3.64 -1.95 -0.89 0.47
H -1.62 -0.09 -2.23 0.41
H -3.15 1.66 -1.88 0.35
H -5.48 0.66 -1.47 0.35
H -4.77 -0.29 -0.16 0.27
H -5.92 1.90 0.49 0.44
H -4.59 2.75 -0.29 0.32
H -4.27 0.75 2.01 0.31
H -4.35 2.51 2.19 0.35
H -1.19 2.75 0.41 0.63
H -2.71 -3.52 1.19 0.60
H -0.85 -4.28 -0.76 0.47
H -0.71 -2.76 2.43 0.37
H -0.27 -4.38 1.84 0.43
H 1.32 -2.25 1.25 0.29
H 1.60 -4.33 0.28 0.46
```

Results
Energy above the lowest of the compared OMol25 structures with the same formula, charge and spin: 0.000 eV
Multiplicity: 1
F_max: 0.76 eV Å⁻¹
HOMO level: -0.324 Ha
HOMO-LUMO gap: 9.515 eV